Density functional theory data (ωB97M-V/def2-TZVPD) for a cluster of 28 separate species, C37H74Cl54NO in total in a non-equilibrium geometry.

```
167
C37H74Cl54NO | OMol25 | ωB97M-V/def2-TZVPD
C -0.9697 -1.9396 4.4075
C -1.2663 -1.4829 2.9841
C -2.3648 -2.3566 2.4034
C -1.5455 0.0322 2.8050
C -0.7979 0.9254 3.8050
C -3.0030 0.4202 2.7743
O -3.7159 -0.1428 3.8914
C -5.0640 0.2002 3.9432
C -5.5859 -0.7083 5.0294
N -6.0140 -1.7952 4.5298
C -5.9615 -1.8128 3.0406
C -5.9374 -0.3189 2.7923
H -1.7636 -1.6615 5.0978
H -0.8576 -3.0216 4.4076
H -0.0204 -1.5565 4.7646
H -0.3710 -1.6925 2.3969
H -2.8272 -1.9557 1.5091
H -3.1105 -2.5211 3.1776
H -1.9837 -3.3255 2.1151
H -1.1773 0.2787 1.8132
H -1.4661 1.3302 4.5600
H 0.0471 0.4378 4.2739
H -0.3997 1.7901 3.2773
H -3.4537 0.1409 1.8257
H -3.0611 1.5006 2.8488
H -5.2877 1.2440 4.1637
H -5.6045 -0.5125 6.0894
H -6.3762 -2.5905 5.0660
H -6.8792 -2.2614 2.6789
H -5.0840 -2.3222 2.6658
H -6.9267 0.1230 2.8853
H -5.5657 -0.0345 1.8172
C -1.8340 2.3928 -0.7584
Cl -1.3862 2.8712 0.8926
Cl -2.7871 0.9074 -0.7797
H -2.4229 3.1877 -1.2013
H -0.9250 2.2236 -1.3245
C 0.2593 -1.4761 -2.1867
Cl -0.6457 -0.4251 -3.2888
Cl -0.7552 -2.2662 -0.9634
H 0.7474 -2.2428 -2.7752
H 0.9906 -0.8688 -1.6747
C -5.6151 -3.0720 -1.0830
Cl -4.7791 -1.8262 -0.1397
Cl -7.3680 -2.9687 -0.8921
H -5.3690 -2.9330 -2.1283
H -5.2854 -4.0425 -0.7322
C 2.6560 0.7527 2.1228
Cl 1.7930 -0.2546 0.9393
Cl 3.1927 2.2973 1.4568
H 1.9720 0.9528 2.9384
H 3.5226 0.2093 2.4770
C 5.2382 0.0503 -4.7992
Cl 4.2291 0.7402 -3.5234
Cl 4.3661 -1.1402 -5.7754
H 5.5641 0.8546 -5.4449
H 6.0839 -0.4425 -4.3321
C -3.6890 4.2762 4.1298
Cl -4.5404 5.5019 5.0664
Cl -4.7408 3.4693 2.9582
H -2.8876 4.7551 3.5782
H -3.2881 3.5343 4.8115
C -5.5603 1.0970 -3.8956
Cl -4.9000 -0.4141 -3.2493
Cl -5.0336 2.4925 -2.9552
H -5.1919 1.2089 -4.9084
H -6.6423 1.0566 -3.8765
C -0.7997 -5.9874 0.9080
Cl 0.0393 -5.0298 2.1314
Cl -2.3734 -5.2916 0.4610
H -0.1863 -6.0239 0.0155
H -0.9737 -6.9841 1.2885
C 0.8860 -9.5074 0.1949
Cl 1.7729 -8.4093 1.2634
Cl -0.8680 -9.2952 0.3508
H 1.1705 -9.2983 -0.8290
H 1.1327 -10.5269 0.4630
C 4.5007 -8.5333 -1.5411
Cl 3.7776 -10.1296 -1.7853
Cl 3.3826 -7.2166 -1.9130
H 4.7957 -8.4454 -0.5026
H 5.3565 -8.4483 -2.1989
C 4.8159 6.3194 0.2916
Cl 6.0780 5.6425 1.3267
Cl 3.4185 5.2433 0.1277
H 4.4722 7.2411 0.7444
H 5.2305 6.5037 -0.6916
C -4.4518 -8.3300 -0.1280
Cl -6.1809 -7.9603 -0.2106
Cl -4.1007 -9.7124 0.9211
H -4.1129 -8.5605 -1.1313
H -3.9376 -7.4653 0.2708
C -3.7064 7.4219 1.9909
Cl -4.4900 6.3493 0.8206
Cl -3.3836 9.0247 1.3260
H -4.3630 7.5283 2.8459
H -2.7600 6.9800 2.2813
C -2.4249 3.3448 -5.9121
Cl -4.1766 3.6030 -6.0235
Cl -1.9993 2.1170 -4.7061
H -2.0728 3.0110 -6.8799
H -1.9629 4.2838 -5.6345
C 5.4706 -1.2522 -0.0743
Cl 5.5632 -1.9593 1.5476
Cl 5.8119 -2.4367 -1.3398
H 4.4664 -0.8749 -0.2265
H 6.1990 -0.4543 -0.1407
C -2.2617 8.0326 7.3835
Cl -2.7059 8.2389 5.6849
Cl -1.3335 6.5507 7.6502
H -1.6560 8.8776 7.6853
H -3.1706 7.9775 7.9695
C -4.8043 -7.1231 -3.9777
Cl -4.4801 -8.7955 -3.5094
Cl -4.0452 -5.9628 -2.8713
H -4.3931 -6.9621 -4.9662
H -5.8754 -6.9640 -3.9667
C -0.4089 4.1345 -10.1165
Cl 0.2236 3.7933 -8.4955
Cl -2.0371 3.4889 -10.3280
H -0.4460 5.2092 -10.2520
H 0.2479 3.6724 -10.8428
C 8.4325 1.8118 -2.7869
Cl 7.6449 2.9222 -3.9113
Cl 7.2803 0.8555 -1.8310
H 9.0498 1.1280 -3.3554
H 9.0390 2.3922 -2.1071
C 2.2749 -3.9437 5.6004
Cl 0.8700 -5.0155 5.6141
Cl 2.4964 -3.1946 4.0120
H 2.1322 -3.1629 6.3348
H 3.1577 -4.5282 5.8271
C -6.2782 6.5262 -4.7883
Cl -7.1935 7.5747 -5.8768
Cl -7.3334 5.6326 -3.6812
H -5.7202 5.8178 -5.3864
H -5.6123 7.1429 -4.1972
C 12.0245 3.6120 -4.0482
Cl 11.0653 4.3546 -2.7616
Cl 11.0957 2.4422 -4.9991
H 12.3612 4.3949 -4.7160
H 12.8636 3.0965 -3.5983
C 5.3429 -0.9929 5.9199
Cl 4.2648 0.0512 4.9897
Cl 4.4860 -1.8658 7.1983
H 5.7825 -1.7155 5.2428
H 6.1061 -0.3768 6.3783
C 0.0352 7.3758 -7.6187
Cl -0.8002 8.4394 -8.7516
Cl -1.0891 6.5013 -6.5691
H 0.6002 6.6427 -8.1820
H 0.6897 7.9718 -6.9951
C 8.7550 -0.1342 -6.4259
Cl 7.8329 -1.6280 -6.6223
Cl 7.8561 1.2819 -6.9833
H 8.9707 -0.0142 -5.3704
H 9.6719 -0.2029 -6.9984
C 10.3545 3.4868 1.3070
Cl 9.2365 4.1511 2.4992
Cl 9.5949 2.1979 0.3636
H 10.6387 4.2768 0.6222
H 11.2213 3.0895 1.8202
C -6.2774 -4.5846 7.9452
Cl -6.7672 -4.4695 6.2282
Cl -5.3284 -6.0263 8.2429
H -5.6830 -3.7126 8.1882
H -7.1823 -4.6212 8.5388
```

## Properties
- E_tot (Ha) = -26434.26081
- largest force on an atom (eV/A) = 1.1
- charge = +1

***

Density functional theory data (ωB97M-V/def2-TZVPD) for a structure of composition C5H6Cl2IrO4Pm in a non-equilibrium geometry.

```
19
C5H6Cl2IrO4Pm | OMol25 | ωB97M-V/def2-TZVPD
Pm 2.8697 -2.2992 1.0272
Ir -0.8292 0.1929 -1.2354
Cl 3.3432 0.0203 1.9027
Cl 0.0299 -4.1203 2.1502
C -0.7586 -1.3113 -2.2252
C 4.0361 -1.9911 -1.0805
C 1.9221 -3.4608 -0.9041
O -0.6948 -2.2962 -2.8812
O 4.4898 -1.8781 -2.1443
O 1.6751 -4.0349 -1.8708
C -1.9298 2.7822 1.6287
C -2.0293 1.8613 0.4054
O -0.7550 1.8064 -0.2229
H -1.2536 2.3636 2.3805
H -2.9348 2.8889 2.0677
H -1.5816 3.7974 1.3219
H -2.2907 0.8325 0.7005
H -2.7668 2.2339 -0.3052
H -0.5419 2.6122 -0.7153
```

## Properties
- E_tot (Ha) = -2126.11564
- largest force on an atom (eV/A) = 13.1
- 2S+1 = 9
- charge = +4

***

Density functional theory data (ωB97M-V/def2-TZVPD) for a cluster of 2 separate species, Cl2H2NP in total in a non-equilibrium geometry.

```
6
Cl2H2NP | OMol25 | ωB97M-V/def2-TZVPD
H 1.9727 0.2029 0.7633
N 1.2525 0.6214 0.1941
P 0.0877 1.0901 1.0445
Cl -1.2550 1.6558 -0.4211
Cl -1.3645 -1.8653 -0.2689
H -0.6935 -1.7048 -1.3119
```

## Properties
- largest force on an atom (eV/A) = 1.5
- ΔE to the lowest compared entry with this formula, charge and spin (eV) = 1.218
- SMILES = [H]/N=P/Cl.Cl

***

Density functional theory data (ωB97M-V/def2-TZVPD) for a cluster of 8 separate species, C42H70FN3O15P in total in a non-equilibrium geometry.

```
132
C42H70FN3O15P | OMol25 | ωB97M-V/def2-TZVPD
C 2.2542 -4.2232 0.8305
C 3.5313 -3.4013 0.5863
C 3.9522 -3.2460 -0.8696
N 3.4685 -1.9950 -1.5076
N 2.2394 -1.5412 -0.9991
C 2.1908 -0.5328 -0.0751
C 0.8621 -0.3365 0.2367
P 0.3416 0.8887 1.4728
C -0.7281 -0.0192 2.6547
C -0.7795 2.0541 0.5881
N 0.1428 -1.2341 -0.5565
C -1.3111 -1.3377 -0.5181
C -2.0196 -0.7022 -1.7102
C -3.4536 -1.2261 -1.7682
O -4.0162 -1.1469 -0.4754
C -4.9093 -2.1841 -0.1185
C 0.9958 -1.9573 -1.2993
C 0.7826 -3.0136 -2.3324
C -0.5302 -3.7568 -2.3312
F -0.6542 -4.5442 -1.2114
H 2.3533 -4.7310 1.7870
H 2.1338 -4.9998 0.0809
H 1.3647 -3.6037 0.9062
H 4.3377 -3.9410 1.0793
H 3.4607 -2.4357 1.0789
H 5.0365 -3.1756 -0.8933
H 3.7028 -4.1414 -1.4423
H 3.3572 -2.1475 -2.5086
H 3.0756 -0.0640 0.3065
H -0.6178 0.4798 3.6101
H -1.7835 0.0050 2.3893
H -0.3891 -1.0446 2.7677
H -1.5894 2.3566 1.2419
H -0.1893 2.9148 0.2921
H -1.1831 1.6140 -0.3187
H -1.6249 -0.8301 0.3855
H -1.6226 -2.3701 -0.3902
H -2.0243 0.3791 -1.6478
H -1.5320 -1.0081 -2.6359
H -4.0349 -0.6000 -2.4456
H -3.4386 -2.2489 -2.1479
H -4.5222 -2.6951 0.7636
H -5.0344 -2.9330 -0.8970
H -5.8827 -1.7792 0.1468
H 0.9282 -2.5546 -3.3101
H 1.5822 -3.7382 -2.2040
H -1.3874 -3.0953 -2.4094
H -0.5587 -4.3957 -3.2123
O 4.0097 -0.9494 2.5920
C 4.5844 -1.3878 3.5495
O 5.8805 -1.1267 3.7922
C 6.3334 -1.8615 4.9472
C 5.0688 -2.1760 5.7368
C 4.0306 -2.3049 4.6224
H 6.8431 -2.7621 4.6000
H 7.0410 -1.2459 5.4952
H 5.1658 -3.0591 6.3639
H 4.8144 -1.3326 6.3789
H 3.9830 -3.3176 4.2167
H 3.0371 -1.9842 4.9224
O -11.6829 1.2878 1.7165
C -10.6604 0.7399 1.4476
O -9.5928 0.7264 2.2913
C -8.4729 0.0837 1.6691
C -9.0708 -0.8029 0.5833
C -10.3084 -0.0074 0.1721
H -7.8159 0.8547 1.2582
H -7.9274 -0.4760 2.4258
H -8.3799 -1.0069 -0.2331
H -9.3762 -1.7579 1.0128
H -10.0888 0.7264 -0.6044
H -11.1368 -0.6344 -0.1423
O 3.1588 -2.2833 -4.3682
C 2.9335 -3.0669 -5.2627
O 3.4308 -4.3082 -5.2328
C 3.0911 -5.0086 -6.4522
C 1.8687 -4.2787 -6.9913
C 2.1318 -2.8458 -6.5154
H 3.9455 -4.9466 -7.1266
H 2.9043 -6.0518 -6.2129
H 1.7602 -4.3744 -8.0685
H 0.9628 -4.6726 -6.5252
H 2.7542 -2.2908 -7.2297
H 1.2210 -2.2915 -6.3026
O -1.7855 1.0110 6.6033
C -2.6870 1.3926 5.9199
O -2.5175 1.7823 4.6315
C -3.7591 2.2866 4.1019
C -4.8482 1.6697 4.9722
C -4.1377 1.5525 6.3208
H -3.7419 3.3757 4.1684
H -3.8355 1.9959 3.0555
H -5.7606 2.2610 4.9957
H -5.1011 0.6751 4.6009
H -4.2281 2.4655 6.9115
H -4.4700 0.6972 6.9015
O 3.9918 -0.8953 -7.9201
C 4.7454 -0.0820 -7.4573
O 6.0528 -0.0715 -7.7699
C 6.7423 0.9426 -7.0135
C 5.6570 1.9321 -6.6115
C 4.4344 1.0256 -6.4727
H 7.2180 0.4672 -6.1533
H 7.5125 1.3803 -7.6425
H 5.9044 2.4927 -5.7116
H 5.4867 2.6437 -7.4170
H 4.3474 0.5856 -5.4772
H 3.5043 1.5237 -6.7389
O -3.1915 5.9267 7.8578
C -2.8784 5.2036 8.7560
O -2.3906 3.9572 8.5426
C -2.2034 3.2732 9.7956
C -2.0830 4.3787 10.8379
C -2.9779 5.4672 10.2461
H -3.0687 2.6298 9.9693
H -1.3126 2.6554 9.7233
H -2.3704 4.0560 11.8362
H -1.0528 4.7336 10.8817
H -4.0204 5.3516 10.5456
H -2.6421 6.4736 10.4766
O 1.8046 3.6357 -7.1438
C 2.5431 4.4813 -6.7344
O 3.8544 4.5224 -7.0725
C 4.5247 5.5686 -6.3432
C 3.4242 6.5441 -5.9442
C 2.2275 5.6096 -5.7720
H 5.0190 5.1222 -5.4771
H 5.2773 6.0145 -6.9881
H 3.6709 7.1248 -5.0582
H 3.2331 7.2404 -6.7609
H 2.1740 5.1920 -4.7654
H 1.2788 6.0720 -6.0270
```

## Properties
- largest force on an atom (eV/A) = 1.4
- ΔE to the lowest compared entry with this formula, charge and spin (eV) = 0.000
- charge = +1

***

Density functional theory data (ωB97M-V/def2-TZVPD) for a structure of composition C21H28AuN3O5PS3.

```
62
C21H28AuN3O5PS3 | OMol25 | ωB97M-V/def2-TZVPD
Au -0.4960 -0.9544 -0.3293
O -3.8859 1.5325 -0.8994
C -3.1443 0.5660 -0.8713
O -1.9852 0.5620 -0.3026
C -3.6031 -0.7296 -1.5162
C -4.8418 -0.7657 -2.1440
C -5.2519 -1.9505 -2.7283
C -4.4145 -3.0536 -2.6647
C -3.1979 -2.9211 -2.0152
N -2.8002 -1.7846 -1.4515
H -5.4442 0.1307 -2.1563
H -6.2105 -2.0146 -3.2269
H -4.6934 -3.9999 -3.1078
H -2.5115 -3.7574 -1.9414
C 1.5972 -0.1395 -4.8907
C 2.5308 -0.1433 -3.7062
O 1.8931 -0.9098 -2.6590
P 2.6054 -1.1506 -1.2583
S 3.2994 0.5771 -0.5164
S 1.3646 -2.2900 -0.1716
O 3.9342 -1.9753 -1.5438
C 3.9585 -3.4048 -1.7681
C 3.3158 -3.7919 -3.0805
H 2.0350 0.4407 -5.7037
H 0.6413 0.3079 -4.6188
H 1.4180 -1.1547 -5.2444
H 2.7200 0.8650 -3.3354
H 3.4914 -0.6042 -3.9454
H 3.4715 -3.8967 -0.9260
H 5.0171 -3.6552 -1.7537
H 2.2478 -3.5762 -3.0752
H 3.4499 -4.8623 -3.2433
H 3.7814 -3.2592 -3.9108
C -3.1092 1.9331 2.6221
C -1.7361 2.3745 3.1127
C -0.9652 3.2115 2.0965
N -0.4670 2.4320 0.9583
C 0.7410 2.4592 0.4548
S 1.0306 1.9333 -1.1456
N 1.8034 2.9715 1.1621
C 2.1783 2.8032 2.5109
O 3.0014 3.5527 2.9744
C 1.5797 1.6779 3.2765
C 1.3741 1.8580 4.6409
C 0.8510 0.8245 5.3991
C 0.5590 -0.3956 4.7998
C 0.7944 -0.5844 3.4451
C 1.3013 0.4536 2.6787
H -3.6234 1.3582 3.3933
H -3.0406 1.3096 1.7324
H -3.7321 2.7942 2.3733
H -1.1351 1.5107 3.3989
H -1.8452 2.9891 4.0103
H -0.1301 3.7244 2.5662
H -1.6257 3.9788 1.6817
H -1.1691 1.8830 0.4217
H 2.5321 3.3857 0.5988
H 1.6247 2.8101 5.0906
H 0.6749 0.9658 6.4573
H 0.1540 -1.2041 5.3950
H 0.5876 -1.5364 2.9740
H 1.4996 0.2891 1.6262
```

## Properties
- largest force on an atom (eV/A) = 0.1
- 2S+1 = 2
- ΔE to the lowest compared entry with this formula, charge and spin (eV) = 0.696

***

Density functional theory data (ωB97M-V/def2-TZVPD) for a structure of composition C33H52MnN4O2SSbSe2 in a non-equilibrium geometry.

```
96
C33H52MnN4O2SSbSe2 | OMol25 | ωB97M-V/def2-TZVPD
Mn 0.0788 -0.2283 -0.0506
Se 2.9361 1.5448 1.7481
Se 2.6838 -0.5500 2.7071
C 0.8789 -0.2145 3.2419
C 0.6353 -0.0807 4.6019
C -0.6172 0.3444 5.0148
C -1.5248 0.7095 4.0383
C -1.1698 0.5573 2.7096
N -0.0324 0.0153 2.2985
C 3.2945 0.9140 -0.0246
C 4.5565 1.2381 -0.5067
C 4.9106 0.8584 -1.7888
C 3.9857 0.1443 -2.5208
C 2.7601 -0.1439 -1.9459
N 2.3796 0.2401 -0.7220
H 1.4294 -0.2787 5.3068
H -0.8462 0.4622 6.0657
H -2.4826 1.1414 4.2958
H -1.7985 0.9458 1.9412
H 5.2418 1.7794 0.1288
H 5.8877 1.0978 -2.1877
H 4.2007 -0.2132 -3.5185
H 2.0393 -0.7149 -2.4996
O -0.1843 1.4026 -0.1381
C -0.6981 -0.1203 -6.7145
N -0.3364 -0.7382 -5.4473
C -0.9199 -2.0432 -5.2327
C 0.0958 0.0048 -4.3953
S -0.3652 -0.2598 -2.8094
N 0.9159 1.0477 -4.7178
C 1.9235 0.9375 -5.7600
C 1.1409 2.1269 -3.7702
H -1.7825 -0.1751 -6.8475
H -0.2243 -0.6350 -7.5531
H -0.4035 0.9239 -6.7253
H -0.7828 -2.6344 -6.1396
H -1.9877 -1.9742 -5.0117
H -0.4265 -2.5348 -4.4002
H 1.8110 0.0015 -6.2977
H 2.9194 0.9596 -5.3065
H 1.8560 1.7665 -6.4685
H 0.2426 2.3045 -3.1852
H 1.3970 3.0255 -4.3341
H 1.9565 1.9024 -3.0780
C -6.2527 0.6863 0.3284
C -5.1719 -0.3600 0.0629
Sb -3.0761 0.2610 -0.0534
C -3.2016 1.2203 -2.0007
C -4.4169 2.0662 -2.3649
C -3.5451 2.1797 0.8165
C -2.4648 3.2599 0.7956
H -7.2300 0.1970 0.3617
H -6.3012 1.4611 -0.4321
H -6.1070 1.1769 1.2896
H -5.3723 -0.9015 -0.8622
H -5.2097 -1.0919 0.8777
H -3.1012 0.4158 -2.7283
H -2.2857 1.8103 -2.0417
H -5.3283 1.4688 -2.4107
H -4.2770 2.5079 -3.3556
H -4.5861 2.8897 -1.6728
H -3.9292 1.9899 1.8238
H -4.3727 2.5318 0.2118
H -1.5684 3.0143 1.3647
H -2.8757 4.1891 1.2024
H -2.1291 3.4534 -0.2240
C 2.3787 -4.1028 2.0699
C 2.3547 -4.4233 0.5591
C 2.9908 -3.3252 -0.2522
C 0.9295 -4.7609 0.1511
C 0.7078 -6.1335 0.0345
C -0.5465 -6.6944 -0.1272
C -1.6138 -5.8142 -0.1232
C -1.4369 -4.4380 -0.0404
C -2.7003 -3.6058 0.0457
C -2.9213 -2.7814 -1.2003
C -2.7579 -2.8647 1.3921
C -0.1466 -3.8327 0.0294
O -0.0692 -2.5176 0.0797
H 3.3855 -3.8702 2.4294
H 1.9986 -4.9502 2.6399
H 1.7167 -3.2416 2.2622
H 2.9557 -5.3255 0.4149
H 2.5158 -2.3963 0.0300
H 2.8434 -3.4882 -1.3224
H 4.0651 -3.2499 -0.0544
H 1.5697 -6.7861 0.1252
H -0.6888 -7.7649 -0.1934
H -2.6258 -6.2012 -0.1850
H -3.5465 -4.3008 0.0610
H -2.1497 -2.0381 -1.3402
H -3.9060 -2.3020 -1.1968
H -2.8779 -3.4455 -2.0581
H -1.9975 -2.0792 1.4578
H -2.5635 -3.5715 2.1994
H -3.7544 -2.4276 1.5623
```

## Properties
- largest force on an atom (eV/A) = 1.6
- 2S+1 = 5
- ΔE to the lowest compared entry with this formula, charge and spin (eV) = 1.493

***

> The highest largest force on an atom belongs to which entry?

C5H6Cl2IrO4Pm